1.
# C13H10AlN2O4S

A structure of composition C13H10AlN2O4S (wB97M-V/def2-TZVPD, OMol25).

Atoms and positions in Å:
Al 0.034 -0.311 -0.048
C -0.090 1.069 1.725
O -0.046 1.564 2.773
C -0.011 1.858 -0.930
O -0.007 2.907 -1.386
C -2.083 -0.066 0.006
O -3.233 0.016 -0.002
C 2.126 0.053 -0.156
O 3.277 -0.014 -0.070
C 0.003 -1.705 -1.554
H 0.928 -2.300 -1.470
H -0.920 -2.303 -1.498
C 0.004 -0.439 -2.224
H -0.915 -0.070 -2.709
H 0.920 -0.066 -2.708
N -1.111 -2.959 0.766
C -0.018 -2.661 1.587
N 0.621 -1.515 1.507
C 1.616 -1.350 2.526
C 2.427 -0.245 2.826
C 3.310 -0.314 3.930
C 3.341 -1.482 4.727
C 2.496 -2.560 4.416
C 1.643 -2.500 3.331
S 0.475 -3.718 2.864
H -1.793 -3.463 1.328
H -0.842 -3.632 0.043
H 2.430 0.688 2.237
H 3.972 0.532 4.178
H 4.019 -1.540 5.586
H 2.474 -3.466 5.004

Output
Total charge: +3
Gap between HOMO and LUMO (Ha): 0.19069
LUMO energy (eV): -13.463
HOMO (eV): -18.7

---

2.
# C13H10AlN2O4S

A structure of composition C13H10AlN2O4S (wB97M-V/def2-TZVPD, OMol25).

Atoms and positions in Å:
Al -0.872 0.512 -0.899
C -2.442 -0.572 -1.106
O -3.324 -1.304 -1.289
C -2.121 2.323 -1.605
O -2.930 3.080 -1.918
C -0.356 0.347 -2.989
O -0.440 0.057 -4.099
C -0.837 1.888 0.829
O -0.920 2.473 1.801
C 1.834 2.850 -1.369
H 1.941 2.482 -0.324
H 2.172 2.082 -2.095
C 0.767 3.636 -1.667
H 0.268 3.529 -2.627
H 0.101 3.975 -0.877
N 2.149 -0.602 -1.707
C 1.636 -1.064 -0.462
N 0.469 -0.642 -0.010
C 0.077 -1.229 1.213
C -1.110 -0.988 1.875
C -1.438 -1.804 2.944
C -0.544 -2.836 3.334
C 0.662 -3.062 2.629
C 0.973 -2.249 1.562
S 2.343 -2.381 0.397
H 2.635 -1.386 -2.147
H 2.887 0.095 -1.561
H -1.777 -0.193 1.557
H -2.376 -1.678 3.509
H -0.780 -3.471 4.191
H 1.353 -3.869 2.912

Output
Total charge: +3
Gap between HOMO and LUMO (Ha): 0.20398
LUMO energy (eV): -13.539
HOMO (eV): -19.1

---

3.
# C13H10Cl2F3N3O

An isolated molecule of C13H10Cl2F3N3O (wB97M-V/def2-TZVPD, OMol25).

Atoms and positions in Å:
C -0.646 1.498 -3.237
C 0.603 1.895 -2.341
N 0.065 2.481 -1.139
C -0.342 1.778 -0.065
N 0.070 0.587 0.231
C -0.232 0.070 1.443
O 0.189 -1.253 1.823
C 0.838 -2.019 0.884
C 2.019 -2.773 1.278
Cl 2.472 -2.543 2.943
C 2.792 -3.601 0.315
C 2.256 -3.687 -1.055
C 0.952 -3.164 -1.288
C 0.246 -2.491 -0.277
Cl -1.400 -2.072 -0.682
C -0.997 0.705 2.362
C -1.551 1.815 1.912
C -2.494 2.505 2.851
F -3.090 3.685 2.461
F -3.436 1.538 3.088
F -1.882 2.690 4.030
N -1.282 2.346 0.703
H -0.257 1.125 -4.122
H -1.180 2.490 -3.388
H -1.374 0.749 -2.755
H 1.197 1.045 -2.092
H 1.200 2.666 -2.765
H -0.422 3.370 -1.198
H 3.655 -4.073 0.649
H 2.659 -4.431 -1.666
H 0.443 -3.327 -2.263
H -1.072 0.396 3.362

Output
Total charge: 0
Gap between HOMO and LUMO (Ha): 0.34334
SMILES: CCNc1nc(Oc2c(Cl)cccc2Cl)cc(C(F)(F)F)n1
LUMO energy (eV): 0.353
HOMO (eV): -9.0

---

4.
# C13H10Cl2N3O2Sc

A structure of composition C13H10Cl2N3O2Sc (wB97M-V/def2-TZVPD, OMol25).

Atoms and positions in Å:
Sc 0.443 -0.036 0.037
O -3.273 0.366 -1.689
C -2.211 0.519 -1.176
N -1.297 -0.495 -0.781
C -1.661 -1.852 -1.002
O -2.662 -2.248 -1.506
C -0.589 -2.794 -0.508
C -0.785 -4.157 -0.526
C 0.233 -4.975 -0.053
C 1.405 -4.399 0.419
C 1.524 -3.025 0.420
N 0.539 -2.223 -0.031
C -1.669 1.891 -0.859
C -2.432 3.020 -1.065
C -1.883 4.254 -0.742
C -0.596 4.311 -0.223
C 0.102 3.137 -0.033
N -0.423 1.934 -0.340
H -1.717 -4.547 -0.910
H 0.115 -6.050 -0.054
H 2.219 -5.007 0.789
H 2.424 -2.546 0.786
H -3.427 2.912 -1.473
H -2.452 5.161 -0.893
H -0.139 5.256 0.034
H 1.107 3.145 0.373
Cl 2.389 0.354 1.635
C 3.540 1.792 2.357
Cl 3.807 3.032 1.232
H 4.419 1.193 2.563
H 2.950 2.078 3.219

Output
Total charge: +2
Gap between HOMO and LUMO (Ha): 0.28761
LUMO energy (eV): -8.229
HOMO (eV): -16.1

---

5.
# C13H10F5GaN

A structure of composition C13H10F5GaN (wB97M-V/def2-TZVPD, OMol25).

Atoms and positions in Å:
C 2.555 0.327 -0.825
C 1.872 1.434 -1.406
C 0.793 0.941 -2.194
C 0.780 -0.509 -2.065
C 1.925 -0.871 -1.248
Ga -0.313 -0.009 -0.160
N 0.193 -0.337 1.753
C -0.356 0.883 2.329
C -0.504 1.692 1.018
H 0.176 1.507 -2.893
H 2.168 2.479 -1.322
H 0.242 -1.183 -2.735
H 2.291 -1.888 -1.101
H 3.452 0.388 -0.210
H 0.336 2.385 0.904
H 0.304 1.391 3.042
H -0.075 -1.143 2.307
H -1.479 2.155 0.876
H -1.334 0.763 2.825
F -3.315 0.703 -0.219
C -3.136 -0.633 -0.428
C -1.857 -1.156 -0.508
C -1.721 -2.520 -0.739
F -0.480 -3.083 -0.783
C -2.831 -3.340 -0.934
F -2.669 -4.650 -1.224
C -4.108 -2.791 -0.857
F -5.192 -3.566 -1.051
C -4.269 -1.430 -0.586
F -5.500 -0.894 -0.500

Output
Total charge: -1
Gap between HOMO and LUMO (Ha): 0.24610
LUMO energy (eV): 2.940
HOMO (eV): -3.8

---

6.
# C13H10F5MnNS

A structure of composition C13H10F5MnNS (wB97M-V/def2-TZVPD, OMol25).

Atoms and positions in Å:
C -0.352 0.831 -3.127
C 1.071 1.015 -2.912
C 1.239 1.875 -1.763
C -0.077 2.181 -1.246
C -1.053 1.550 -2.090
Mn 0.248 0.051 -1.283
N -1.095 -1.189 -1.207
C -0.272 -2.284 -1.634
C 1.102 -1.612 -1.810
H 2.176 2.250 -1.369
H 1.878 0.633 -3.535
H -0.293 2.849 -0.422
H -2.128 1.693 -2.009
H -0.815 0.334 -3.975
H 1.432 -1.600 -2.849
H -0.230 -3.096 -0.869
H -2.073 -1.323 -0.979
H 1.817 -2.026 -1.093
H -0.638 -2.770 -2.566
F -1.827 0.071 5.267
C -1.000 0.063 4.205
C -0.582 1.270 3.648
F -0.999 2.441 4.166
C 0.243 1.258 2.541
F 0.676 2.434 2.019
C 0.629 0.044 1.930
S 1.576 0.021 0.481
C 0.246 -1.159 2.561
F 0.668 -2.337 2.041
C -0.577 -1.153 3.670
F -0.990 -2.314 4.209

Output
Total charge: -1
Gap between HOMO and LUMO (alpha / beta) (Ha): 0.18869 / 0.24920
LUMO energy (alpha / beta) (eV): 3.118 / 3.107
⟨S²⟩: 6.08
HOMO (alpha / beta) (eV): -2.0 / -3.7
Spin multiplicity: 5

---

7.
# C13H10F5O8PS

A cluster of 2 separate species, C13H10F5O8PS in total (wB97M-V/def2-TZVPD, OMol25).

Atoms and positions in Å:
O 1.416 0.795 2.609
C 1.324 0.388 1.470
C 2.586 -0.237 0.830
C 2.692 -0.255 -0.530
C 1.563 0.297 -1.461
O 1.880 0.635 -2.573
C 0.139 0.401 -0.845
C 0.013 0.449 0.638
C -1.306 0.547 1.285
C -2.561 0.639 0.513
P -4.243 0.813 1.303
O -5.064 -0.421 1.205
O -5.075 2.036 0.536
O -4.008 1.222 2.915
C -2.437 0.587 -0.949
C -1.125 0.454 -1.606
S -1.168 0.355 -3.424
O -0.378 1.358 -4.118
O -2.567 0.528 -3.845
C -0.723 -1.405 -3.873
F 0.631 -1.628 -3.893
F -1.253 -1.609 -5.129
C -1.396 -2.474 -2.915
F -0.749 -2.633 -1.726
F -1.326 -3.692 -3.560
F -2.723 -2.197 -2.725
H 3.440 -0.648 1.430
H 3.610 -0.670 -1.010
H -1.344 0.554 2.402
H -4.431 2.777 0.484
H -3.542 0.436 3.271
H -3.378 0.640 -1.559
C 5.126 0.189 4.464
O 5.055 0.554 3.091
H 4.171 -0.244 4.758
H 5.918 -0.550 4.612
H 5.324 1.073 5.074
H 5.908 0.934 2.852

Output
Total charge: 0
Gap between HOMO and LUMO (Ha): 0.31661
SMILES: O=C1C=CC(=O)c2c1cc(P(=O)(O)O)cc2S(=O)(=O)C(F)(F)C(F)(F)F.CO
LUMO energy (eV): -2.048
HOMO (eV): -10.7

---

8.
# C13H10N8O4

A structure of composition C13H10N8O4 (wB97M-V/def2-TZVPD, OMol25).

Atoms and positions in Å:
C -1.499 1.957 -0.898
C -0.214 1.552 -1.509
N 0.487 0.484 -1.184
C 1.593 0.499 -1.990
C 1.544 1.629 -2.839
C 2.560 1.878 -3.769
C 3.606 1.001 -3.842
C 3.666 -0.123 -3.005
C 2.683 -0.384 -2.088
N 0.382 2.289 -2.518
H -1.814 1.258 -0.125
H -1.409 2.947 -0.451
H -2.278 2.005 -1.657
H 2.501 2.744 -4.404
H 4.396 1.179 -4.552
H 4.505 -0.792 -3.090
H 2.731 -1.246 -1.447
H 0.037 3.154 -2.942
O -4.647 -1.820 3.651
N -3.594 -1.272 3.988
O -3.473 -0.660 5.052
C -2.441 -1.338 3.106
C -1.271 -0.745 3.465
C -0.131 -0.780 2.636
N 1.094 -0.133 3.072
O 1.279 0.022 4.282
O 1.907 0.230 2.219
C -0.151 -1.409 1.434
N -1.306 -2.049 1.009
N -1.556 -2.746 -0.123
N -2.742 -2.984 0.213
N -3.462 -2.686 1.242
C -2.481 -2.012 1.857
H -1.215 -0.237 4.413
H 0.713 -1.410 0.793

Output
Total charge: 0
Gap between HOMO and LUMO (Ha): 0.25794
LUMO energy (eV): -1.716
HOMO (eV): -8.7